No. 1
{"formula": "C27H23BF9InN3O5SSe", "method": "ωB97M-V/def2-TZVPD", "species": ["In", "C", "C", "C", "C", "C", "C", "C", "S", "O", "O", "N", "C", "C", "C", "C", "C", "N", "H", "H", "H", "H", "H", "H", "H", "H", "H", "H", "H", "F", "C", "F", "F", "C", "O", "C", "F", "F", "F", "C", "F", "F", "F", "Se", "C", "N", "C", "C", "C", "C", "C", "C", "C", "C", "O", "B", "O", "C", "C", "H", "H", "H", "H", "H", "H", "H", "H", "H", "H", "H", "H"], "xyz": [[1.164, -1.316, 0.722], [-3.380, -7.955, 1.692], [-3.029, -6.528, 1.370], [-1.987, -6.243, 0.495], [-1.629, -4.937, 0.209], [-2.331, -3.898, 0.803], [-3.384, -4.156, 1.666], [-3.723, -5.470, 1.946], [-1.824, -2.238, 0.510], [-0.943, -2.293, -0.652], [-3.018, -1.430, 0.472], [-0.816, -1.851, 1.667], [-0.962, -1.006, 2.736], [-2.122, -0.703, 3.446], [-2.009, 0.180, 4.499], [-0.776, 0.738, 4.826], [0.316, 0.386, 4.054], [0.229, -0.459, 3.032], [-2.533, -8.470, 2.146], [-3.655, -8.509, 0.793], [-4.216, -8.013, 2.390], [-1.432, -7.056, 0.043], [-0.800, -4.716, -0.447], [-3.937, -3.341, 2.110], [-4.539, -5.679, 2.628], [-3.069, -1.137, 3.162], [-2.891, 0.440, 5.072], [-0.664, 1.434, 5.645], [1.299, 0.800, 4.245], [3.399, 0.845, -1.456], [4.206, 0.928, -0.384], [5.376, 1.429, -0.811], [3.666, 1.816, 0.445], [4.345, -0.472, 0.311], [3.295, -0.766, 1.067], [4.549, -1.542, -0.802], [5.031, -2.684, -0.297], [3.368, -1.838, -1.378], [5.378, -1.158, -1.782], [5.619, -0.433, 1.217], [5.622, 0.679, 1.968], [5.652, -1.473, 2.046], [6.770, -0.443, 0.516], [2.043, -3.778, 0.984], [0.815, -4.380, 2.234], [0.094, -4.816, 3.021], [0.289, 6.313, -3.926], [-0.836, 5.289, -3.724], [-1.021, 4.517, -5.030], [-2.142, 6.031, -3.420], [-0.473, 4.370, -2.555], [-0.339, 4.917, -1.275], [0.009, 4.153, -0.162], [0.218, 2.811, -0.375], [0.559, 1.839, 0.527], [0.653, 0.651, -0.222], [0.340, 0.914, -1.563], [0.087, 2.258, -1.626], [-0.252, 3.000, -2.734], [0.040, 7.000, -4.739], [1.227, 5.814, -4.172], [0.453, 6.902, -3.024], [-1.304, 5.211, -5.824], [-1.805, 3.764, -4.950], [-0.103, 4.017, -5.341], [-2.417, 6.668, -4.263], [-2.049, 6.666, -2.538], [-2.957, 5.329, -3.240], [-0.510, 5.976, -1.132], [0.110, 4.590, 0.821], [-0.343, 2.515, -3.693]], "atomic_forces_ev_per_a": [[0.3, 0.2, 0.4], [0.0, -0.1, 0.0], [0.0, 0.0, 0.0], [0.0, 0.1, 0.0], [-0.1, -0.1, 0.1], [0.0, -0.2, 0.0], [0.0, -0.1, 0.0], [0.0, 0.0, 0.0], [0.2, 0.0, -0.3], [-0.6, 0.0, -0.1], [0.0, 0.1, 0.0], [0.0, 0.1, 0.2], [0.3, -0.3, -0.5], [-0.1, 0.1, 0.2], [-0.1, 0.0, 0.0], [0.0, 0.0, 0.0], [0.0, 0.0, 0.0], [0.1, 0.1, 0.1], [0.0, 0.0, 0.0], [0.0, 0.0, 0.0], [0.0, 0.0, 0.0], [0.0, 0.0, 0.0], [0.0, 0.0, 0.0], [0.0, 0.0, 0.0], [0.0, 0.0, 0.0], [0.0, 0.0, 0.0], [0.0, 0.0, 0.0], [0.0, 0.0, 0.0], [0.0, 0.0, 0.0], [-0.1, 0.0, -0.1], [0.1, -0.2, 0.0], [0.1, 0.1, -0.1], [-0.1, 0.1, 0.1], [0.1, 0.0, 0.1], [-0.3, 0.0, 0.3], [0.0, -0.1, -0.1], [0.0, 0.0, 0.0], [0.0, 0.0, 0.0], [0.1, 0.0, -0.1], [0.0, 0.0, -0.1], [0.0, 0.0, 0.0], [0.0, 0.0, 0.0], [0.1, 0.0, 0.0], [-0.2, 0.0, 0.2], [0.3, 0.1, -0.3], [0.0, 0.0, 0.1], [0.0, 0.0, 0.0], [0.0, 0.0, 0.0], [0.0, 0.0, 0.0], [0.0, 0.0, 0.0], [0.0, -0.1, 0.0], [0.0, -0.1, 0.1], [0.0, 0.1, -0.2], [0.0, 0.1, 0.3], [0.0, -0.3, -0.2], [-0.2, 0.1, -0.2], [0.1, 0.0, 0.3], [0.0, -0.2, -0.3], [-0.1, 0.2, 0.1], [0.0, 0.0, 0.0], [0.0, 0.0, 0.0], [0.0, 0.0, 0.0], [0.0, 0.0, 0.0], [0.0, 0.0, 0.0], [0.0, 0.0, 0.0], [0.0, 0.0, 0.0], [0.0, 0.0, 0.0], [0.0, 0.0, 0.0], [0.0, 0.0, 0.0], [0.0, 0.0, 0.0], [0.0, 0.0, 0.0]], "mulliken_charge": [2.128, -1.453, 1.069, -0.702, -0.394, 0.029, -0.711, -0.801, 1.537, -0.796, -0.774, -0.199, 0.609, -0.584, -0.395, -0.800, -0.416, -0.220, 0.316, 0.334, 0.338, 0.371, 0.556, 0.347, 0.279, 0.353, 0.408, 0.383, 0.451, -0.299, 0.513, -0.292, -0.284, 1.023, -1.129, 0.439, -0.278, -0.222, -0.305, 0.454, -0.259, -0.226, -0.276, -0.175, 0.361, -0.639, -1.606, 2.022, -2.113, -1.647, 0.568, -0.418, -1.955, 1.077, -0.269, -0.225, -0.480, 0.448, -0.956, 0.432, 0.377, 0.334, 0.428, 0.419, 0.381, 0.447, 0.320, 0.378, 0.360, 0.455, 0.551], "orbital_gap_ev": 8.20, "lumo_energy_ha": 0.0853, "total_charge": -1}

=====

No. 2
{"formula": "C4H7NO", "method": "ωB97M-V/def2-TZVPD", "species": ["H", "N", "C", "C", "H", "H", "H", "H", "C", "C", "O", "H", "H"], "xyz": [[-1.087, 1.774, 1.215], [-0.235, 1.329, 0.871], [-0.048, 0.209, 1.442], [1.132, -0.653, 1.113], [-0.734, -0.186, 2.205], [1.830, -0.666, 1.959], [1.651, -0.264, 0.233], [0.818, -1.686, 0.928], [-0.577, 0.541, -2.122], [-0.760, -0.698, -1.735], [-0.910, -1.800, -1.370], [-0.180, 1.236, -1.386], [-0.857, 0.849, -3.119]], "atomic_forces_ev_per_a": [[0.1, 0.0, 0.0], [-0.1, -0.3, 0.3], [0.0, 0.1, -0.1], [0.0, 0.0, 0.0], [0.1, 0.1, -0.1], [-0.1, 0.0, -0.1], [-0.1, 0.0, 0.1], [0.0, 0.1, 0.0], [0.0, -0.1, 0.0], [-0.1, -0.6, 0.2], [0.1, 1.0, -0.3], [-0.1, -0.1, -0.1], [0.0, -0.1, 0.1]], "nbo_charge": [0.342, -0.641, 0.151, -0.689, 0.152, 0.231, 0.230, 0.232, -0.804, 0.722, -0.483, 0.297, 0.261], "orbital_gap_ev": 10.03, "relative_energy_kj_mol": 203.4, "lumo_energy_ha": 0.0356}